Entry 1:
C19H15F3N4O4 | wB97M-V/def2-TZVPD

Last column: natural (NBO) charge in e.
Positions of all 45 atoms, in Å:
1 C 2.17 -5.38 -0.06  -0.19
2 H -0.05 2.61 -0.35  0.39
3 C 2.80 -5.24 1.17  -0.20
4 C -2.74 1.44 -1.87  -0.28
5 N 0.25 -2.23 -0.23  -0.62
6 N -0.16 8.26 0.63  -0.80
7 F 4.03 -2.80 3.23  -0.33
8 C -1.51 1.50 -1.23  0.18
9 C -2.48 -0.93 -2.17  -0.31
10 H 0.68 8.77 0.85  0.41
11 C -1.25 -0.87 -1.51  -0.03
12 H -0.90 8.75 0.16  0.41
13 C 1.33 -4.41 -0.54  -0.24
14 C 0.67 4.95 0.30  -0.03
15 H 1.35 4.14 0.44  0.21
16 C 1.71 -3.10 1.44  -0.25
17 H -2.81 -1.89 -2.53  0.24
18 C -0.76 0.34 -1.05  -0.29
19 O -4.43 0.28 -2.96  -0.48
20 C -3.23 0.22 -2.34  0.33
21 H -5.92 -0.62 -3.94  0.20
22 C -1.50 3.96 -0.81  0.64
23 H 2.35 -6.27 -0.64  0.22
24 H -5.15 -1.66 -2.71  0.18
25 O -0.58 -3.04 -2.20  -0.59
26 C -0.50 -2.15 -1.38  0.65
27 O -2.58 4.24 -1.27  -0.58
28 H -4.32 -1.34 -4.25  0.18
29 H 0.84 -4.53 -1.50  0.26
30 C -0.02 6.94 0.38  0.67
31 H 0.22 0.41 -0.59  0.20
32 N -0.96 2.70 -0.77  -0.59
33 O -1.03 6.27 -0.18  -0.39
34 C 3.21 -3.87 3.24  0.97
35 H -3.33 2.33 -2.01  0.27
36 F 3.96 -4.91 3.65  -0.32
37 N 1.02 6.21 0.68  -0.54
38 C 2.56 -4.09 1.91  -0.13
39 H 0.16 -1.45 0.41  0.40
40 C 1.09 -3.25 0.20  0.24
41 C -0.60 4.97 -0.23  0.07
42 F 2.32 -3.64 4.22  -0.33
43 H 3.46 -6.00 1.55  0.23
44 C -4.97 -0.91 -3.49  -0.25
45 H 1.54 -2.22 2.04  0.22

Properties
- DFT total energy: -1552.69026 Eh
- SMILES: COc1cc(NC(=O)c2cnc(N)o2)cc(C(=O)Nc2cccc(C(F)(F)F)c2)c1
- Total charge: 0
- HOMO-LUMO gap: 8.812 eV



Entry 2:
C6H13N | wB97M-V/def2-TZVPD

Last column: natural (NBO) charge in e.
Positions of all 20 atoms, in Å:
1 H 2.02 0.52 -1.94  0.22
2 C 0.01 -0.95 0.10  -0.25
3 H -4.58 -0.22 -0.30  0.38
4 C -1.18 -0.01 0.03  -0.56
5 H -0.27 0.51 -0.21  0.32
6 C 2.41 -0.06 0.32  -0.43
7 C 1.19 -0.55 0.94  -0.43
8 C 2.17 0.88 -0.84  -0.63
9 N -3.74 0.38 0.03  -0.83
10 H 0.78 0.32 1.55  0.18
11 H -3.17 -0.10 0.70  0.40
12 H 2.95 0.54 1.05  0.21
13 H -2.82 -0.43 -1.59  0.16
14 H -0.27 -1.93 -0.24  0.21
15 H 1.25 1.45 -0.73  0.20
16 H -1.48 0.17 1.12  0.20
17 H 1.66 -1.31 1.69  0.23
18 H 2.75 -1.12 0.16  0.22
19 H 2.90 1.62 -1.07  0.22
20 C -2.59 0.31 -0.76  0.00

Properties
- DFT total energy: -290.82409 Eh
- Total charge: 0
- HOMO-LUMO gap: 5.449 eV



Entry 3:
C4H16NO2S | wB97M-V/def2-TZVPD

Last column: natural (NBO) charge in e.
Positions of all 24 atoms, in Å:
1 C -1.38 -2.78 -1.72  -0.78
2 H 1.72 0.75 1.94  0.44
3 C 1.34 -0.04 0.04  -0.24
4 H -2.30 -2.59 -2.29  0.23
5 H 1.14 -0.94 0.61  0.24
6 N 1.51 1.10 1.01  -0.69
7 H 3.16 3.96 -0.15  0.51
8 H -1.32 1.98 3.38  0.49
9 H 0.61 -0.19 -1.95  0.24
10 H -2.23 0.92 2.64  0.50
11 H -1.80 0.07 -1.44  0.24
12 H -0.55 -2.61 -2.41  0.22
13 H -1.37 -3.84 -1.48  0.25
14 H 2.29 -0.20 -0.45  0.23
15 H -1.45 0.33 0.25  0.22
16 C 0.29 0.26 -1.01  -0.44
17 S -1.28 -1.94 -0.18  0.24
18 O -1.33 1.22 2.79  -0.98
19 H 0.27 1.33 -1.25  0.21
20 O 3.02 3.03 -0.36  -0.98
21 C -1.12 -0.22 -0.64  -0.56
22 H 2.22 1.80 0.74  0.47
23 H 0.63 1.63 1.05  0.44
24 H 2.99 2.98 -1.32  0.50

Properties
- DFT total energy: -765.19688 Eh
- Total charge: +1
- HOMO-LUMO gap: 8.726 eV



Entry 4:
C4H11NO2 | wB97M-V/def2-TZVPD

Last column: natural (NBO) charge in e.
Positions of all 18 atoms, in Å:
1 N -1.10 0.34 -0.94  -0.90
2 H -1.91 0.91 -0.48  0.38
3 C 1.54 0.75 -1.05  -0.06
4 O 1.30 1.82 -2.00  -0.75
5 H 1.92 -0.11 -1.70  0.15
6 H 1.42 -0.73 1.10  0.21
7 C 0.50 -0.85 0.58  -0.46
8 H -1.62 -1.80 1.09  0.15
9 H 0.14 1.38 0.50  0.21
10 C -0.74 -1.10 1.55  -0.06
11 H 2.25 0.97 -0.30  0.19
12 H -1.32 -0.61 -1.25  0.37
13 C 0.24 0.43 -0.24  -0.06
14 O -1.30 0.15 1.99  -0.71
15 H -2.07 0.13 1.45  0.47
16 H 0.60 1.68 -2.62  0.48
17 H 0.77 -1.67 -0.07  0.21
18 H -0.60 -1.70 2.37  0.18

Properties
- DFT total energy: -364.16083 Eh
- SMILES: N[C@H](CO)CCO
- Total charge: 0
- HOMO-LUMO gap: 9.890 eV



Entry 5:
C12H20BeN4OS | wB97M-V/def2-TZVPD

Last column: natural (NBO) charge in e.
Positions of all 39 atoms, in Å:
1 H 1.62 1.02 0.72  0.21
2 N 0.31 -2.57 2.40  -0.60
3 C -0.59 -4.77 2.93  -0.61
4 C -0.06 1.13 -3.61  -0.27
5 N 0.45 -0.10 -0.19  -0.44
6 H -1.34 -5.31 3.56  0.21
7 H 1.78 -1.27 -2.75  0.24
8 H 2.66 -1.12 -1.18  0.26
9 C -2.32 2.08 -3.42  -0.30
10 N 0.91 -1.02 0.72  -0.48
11 C 1.05 1.95 0.70  -0.08
12 H 0.83 0.88 -4.18  0.23
13 H -1.05 1.99 -5.26  0.22
14 H 0.42 -5.15 3.19  0.20
15 C 0.85 0.07 -1.38  0.21
16 H -2.27 1.26 0.41  -0.64
17 H 1.16 3.95 1.52  0.20
18 Be -1.01 0.64 0.14  1.48
19 H -3.15 2.58 -3.89  0.23
20 C 1.74 3.02 1.54  -0.63
21 N -0.77 1.80 -1.41  -0.58
22 H -1.71 -2.94 2.97  0.24
23 C -0.68 -3.28 3.20  -0.23
24 C 2.08 -0.56 -1.95  -0.69
25 C -2.29 1.79 -2.09  0.03
26 H -0.80 -4.98 1.86  0.21
27 C -0.15 0.86 -2.15  0.21
28 C 0.00 -1.60 1.44  0.23
29 C -1.10 1.75 -4.21  -0.16
30 H 0.96 2.27 -0.34  0.18
31 S -1.42 -0.88 1.69  -0.30
32 H -0.48 -3.08 4.27  0.19
33 H -3.24 2.00 -1.51  0.25
34 H 1.30 -2.80 2.54  0.39
35 H 2.75 3.22 1.16  0.22
36 H 2.73 0.22 -2.39  0.23
37 H -0.76 2.54 1.14  0.52
38 H 1.81 2.70 2.58  0.22
39 O -0.25 1.70 1.21  -0.79

Properties
- DFT total energy: -1176.26330 Eh
- Total charge: 0
- HOMO-LUMO gap (spin up / spin down): 5.677 / 5.676 eV



Entry 6:
C2Cl4OS | wB97M-V/def2-TZVPD

Last column: natural (NBO) charge in e.
Positions of all 8 atoms, in Å:
1 Cl -0.54 2.29 -0.24  0.08
2 O 1.87 -0.92 -1.33  -0.87
3 S 0.50 -0.40 -1.38  1.25
4 Cl -0.39 -1.77 1.50  0.18
5 C -0.47 -0.59 0.28  -0.14
6 Cl -2.68 -0.19 -0.30  -0.23
7 Cl 1.54 0.88 1.27  0.10
8 C 0.18 0.71 0.19  -0.35

Properties
- DFT total energy: -2390.27372 Eh
- Total charge: 0
- HOMO-LUMO gap: 7.836 eV